1.
The following is a quantum chemistry calculation of a cluster of 8 separate species, C14H44IO11PS in total, from the OMol25 dataset.

Output
HOMO energy = -9.36 eV
Kohn-Sham gap = 9.503 eV
E = -2424.6431 a.u.
LUMO = 0.00508 Ha

Cartesian coordinates (Å):
O1 -1.910 0.092 -4.121
S1 -1.726 0.936 -5.273
O2 -0.703 2.107 -4.812
O3 -3.045 1.910 -5.447
P1 -3.903 2.423 -4.090
O4 -5.380 2.456 -4.753
I1 -3.354 4.802 -4.267
H1 -1.098 2.991 -4.883
H2 -5.697 1.558 -4.916
C1 -4.229 -1.266 0.013
C2 -4.854 -0.352 -1.017
O5 -5.801 0.527 -0.419
H3 -4.993 -1.843 0.536
H4 -3.517 -1.957 -0.442
H5 -3.702 -0.663 0.751
H6 -5.398 -0.914 -1.778
H7 -4.067 0.224 -1.519
H8 -5.344 0.998 0.288
C3 -2.062 2.693 2.010
C4 -3.573 2.657 2.128
O6 -4.081 1.323 2.099
H9 -1.740 2.205 1.090
H10 -1.697 3.722 2.009
H11 -1.595 2.170 2.848
H12 -4.036 3.168 1.283
H13 -3.901 3.159 3.043
H14 -3.708 0.841 2.843
C5 -0.446 -1.501 -1.025
C6 0.843 -2.284 -0.892
O7 0.727 -3.352 0.051
H15 -0.745 -1.098 -0.056
H16 -0.336 -0.675 -1.729
H17 -1.255 -2.143 -1.381
H18 1.645 -1.645 -0.524
H19 1.148 -2.685 -1.865
H20 0.028 -3.938 -0.255
C7 5.567 -1.870 -0.227
C8 4.918 -0.921 -1.216
O8 3.992 -0.040 -0.587
H21 4.807 -2.463 0.285
H22 6.261 -2.547 -0.726
H23 6.125 -1.310 0.529
H24 4.345 -1.479 -1.956
H25 5.677 -0.338 -1.746
H26 4.472 0.501 0.049
C9 0.605 -7.058 1.834
C10 -0.409 -6.056 2.353
O9 0.204 -4.959 3.013
H27 1.220 -7.433 2.653
H28 0.110 -7.904 1.353
H29 1.268 -6.590 1.103
H30 -1.065 -6.519 3.090
H31 -1.037 -5.694 1.529
H32 0.770 -4.513 2.371
C11 0.740 7.217 -1.765
C12 -0.775 7.238 -1.683
O10 -1.334 5.928 -1.663
H33 1.065 6.673 -2.652
H34 1.142 8.230 -1.808
H35 1.167 6.719 -0.891
H36 -1.199 7.724 -2.562
H37 -1.101 7.798 -0.800
H38 -0.991 5.470 -0.889
C13 5.735 -2.124 4.085
C14 4.787 -0.953 4.247
O11 4.986 0.030 3.232
H39 6.771 -1.783 4.115
H40 5.590 -2.867 4.870
H41 5.572 -2.613 3.121
H42 4.956 -0.445 5.196
H43 3.748 -1.297 4.228
H44 4.816 -0.400 2.388


2.
The following is a quantum chemistry calculation of a structure of composition C14H44Li2N10O17, from the OMol25 dataset.

Output
HOMO energy = -7.89 eV
Kohn-Sham gap = 6.056 eV
E = -2401.7731 a.u.
LUMO = -0.06750 Ha

Cartesian coordinates (Å):
Li1 -2.017 -4.300 -0.251
Li2 -0.196 -2.980 -2.105
C1 1.259 0.740 -0.831
C2 0.721 1.773 -0.191
C3 -0.738 1.659 0.366
O1 -1.314 2.617 1.054
C4 -1.436 0.505 0.252
C5 -0.852 -0.625 -0.407
C6 0.599 -0.508 -1.023
O2 1.140 -1.552 -1.457
O3 -1.439 -1.729 -0.318
O4 1.452 2.844 -0.243
H1 2.276 0.820 -1.186
H2 -2.417 0.362 0.679
O5 1.189 -3.566 -3.574
H3 1.733 -4.242 -3.169
H4 0.979 -3.914 -4.441
O6 0.824 -4.126 -0.826
H5 0.983 -4.866 -0.240
H6 1.193 -3.372 -0.366
O7 -4.108 -3.435 0.078
H7 -4.953 -3.777 -0.213
H8 -3.900 -2.744 -0.551
O8 2.958 -1.052 -4.211
H9 3.835 -0.875 -3.869
H10 2.454 -1.330 -3.446
O9 4.017 1.212 2.039
H11 3.521 1.629 1.335
H12 3.861 1.767 2.803
O10 0.281 5.581 1.115
H13 0.276 4.638 0.954
H14 -0.177 5.956 0.362
O11 3.370 4.643 1.181
H15 2.979 4.079 0.513
H16 2.678 5.265 1.405
C7 0.390 2.430 -4.184
O12 -0.033 2.498 -5.275
N1 1.385 1.676 -3.787
N2 0.075 3.085 -3.128
H17 1.623 0.911 -4.403
H18 1.760 1.722 -2.851
H19 -0.640 3.750 -3.387
H20 0.520 2.926 -2.235
C8 2.886 -2.845 2.042
O13 2.667 -3.275 3.125
N3 4.033 -2.991 1.499
N4 1.982 -2.442 1.216
H21 4.108 -3.147 0.504
H22 4.764 -3.305 2.121
H23 2.218 -2.228 0.257
H24 1.039 -2.253 1.522
C9 -1.317 -3.449 2.533
O14 -1.320 -4.147 1.544
N5 -1.738 -2.204 2.408
N6 -1.047 -3.808 3.759
H25 -1.831 -1.601 3.213
H26 -1.983 -1.975 1.455
H27 -0.814 -4.766 3.977
H28 -1.546 -3.303 4.478
C10 -0.952 -1.067 -4.355
O15 -1.169 -1.472 -3.261
N7 0.037 -1.495 -5.003
N8 -1.560 -0.148 -5.023
H29 0.148 -1.227 -5.971
H30 0.627 -2.125 -4.479
H31 -2.473 0.080 -4.655
H32 -1.334 0.106 -5.974
C11 -5.320 3.205 0.554
O16 -6.404 3.692 0.487
N9 -4.224 3.868 0.817
N10 -5.165 1.849 0.303
H33 -3.329 3.428 0.975
H34 -4.312 4.790 1.219
H35 -5.909 1.390 -0.202
H36 -4.228 1.479 0.377
C12 1.161 0.016 3.977
C13 0.396 1.329 4.338
C14 0.722 2.702 3.704
O17 -0.943 0.919 3.926
H37 1.309 -0.073 2.901
H38 0.616 -0.884 4.260
H39 2.138 0.038 4.458
H40 0.526 1.384 5.419
H41 -0.171 3.327 3.704
H42 1.002 2.583 2.657
H43 1.558 3.140 4.248
H44 -0.960 0.807 2.973


3.
The following is a quantum chemistry calculation of a cluster of 8 separate species, C14H44N2O8 in total, from the OMol25 dataset.

Output
HOMO energy = -9.50 eV
Kohn-Sham gap = 9.926 eV
relative energy (zero: lowest compared OMol25 entry of this formula, charge and spin) = 0.000 eV
E = -1271.1299 a.u.
LUMO = 0.01572 Ha

Cartesian coordinates (Å):
C1 22.864 11.521 7.875
O1 21.471 11.234 8.141
H1 22.862 12.214 7.033
H2 23.500 12.045 8.588
H3 23.480 10.657 7.623
H4 21.529 10.459 8.705
C2 17.919 12.461 4.614
O2 18.829 12.546 3.562
H5 18.193 13.010 5.515
H6 16.964 12.796 4.208
H7 17.711 11.413 4.833
H8 18.349 12.767 2.760
C3 17.313 13.927 12.728
O3 18.046 13.416 13.841
H9 17.135 13.019 12.152
H10 16.315 14.262 13.009
H11 17.916 14.650 12.179
H12 17.815 13.913 14.629
C4 19.601 14.088 9.413
O4 19.612 13.642 8.011
H13 20.362 14.860 9.520
H14 18.665 14.594 9.652
H15 19.712 13.309 10.167
H16 20.240 12.916 7.985
C5 20.373 17.512 8.135
O5 19.833 17.278 9.185
N1 21.234 18.463 7.875
N2 20.354 16.690 7.142
H17 21.704 18.512 6.982
H18 21.390 19.011 8.709
H19 19.988 15.775 7.364
H20 21.098 16.722 6.461
C6 19.622 18.855 13.339
C7 19.846 17.840 12.213
C8 20.438 16.543 12.678
O6 18.565 17.569 11.712
H21 18.970 18.413 14.093
H22 19.350 19.865 13.035
H23 20.531 19.005 13.922
H24 20.559 18.295 11.526
H25 19.744 15.976 13.298
H26 21.391 16.616 13.202
H27 20.661 15.938 11.799
H28 18.671 17.146 10.856
C9 22.015 11.974 11.494
C10 22.182 12.507 12.960
C11 22.758 11.420 13.886
O7 23.096 13.543 12.984
H29 21.061 11.463 11.362
H30 22.789 11.272 11.183
H31 21.935 12.785 10.770
H32 21.263 12.995 13.284
H33 22.788 11.811 14.903
H34 23.779 11.082 13.708
H35 22.175 10.514 14.053
H36 23.848 13.215 12.486
C12 16.106 14.305 8.099
C13 14.784 14.679 7.487
C14 14.520 16.211 7.575
O8 14.662 14.277 6.107
H37 16.926 14.797 7.577
H38 16.307 13.255 7.888
H39 16.217 14.418 9.178
H40 13.959 14.227 8.037
H41 14.963 16.581 8.500
H42 13.488 16.491 7.363
H43 15.073 16.742 6.800
H44 14.758 13.331 5.978


Number 2 is which compound?
C14H44Li2N10O17


Please write out number 3 again, unchanged.
The following is a quantum chemistry calculation of a cluster of 8 separate species, C14H44N2O8 in total, from the OMol25 dataset.

Output
HOMO energy = -9.50 eV
Kohn-Sham gap = 9.926 eV
relative energy (zero: lowest compared OMol25 entry of this formula, charge and spin) = 0.000 eV
E = -1271.1299 a.u.
LUMO = 0.01572 Ha

Cartesian coordinates (Å):
C1 22.864 11.521 7.875
O1 21.471 11.234 8.141
H1 22.862 12.214 7.033
H2 23.500 12.045 8.588
H3 23.480 10.657 7.623
H4 21.529 10.459 8.705
C2 17.919 12.461 4.614
O2 18.829 12.546 3.562
H5 18.193 13.010 5.515
H6 16.964 12.796 4.208
H7 17.711 11.413 4.833
H8 18.349 12.767 2.760
C3 17.313 13.927 12.728
O3 18.046 13.416 13.841
H9 17.135 13.019 12.152
H10 16.315 14.262 13.009
H11 17.916 14.650 12.179
H12 17.815 13.913 14.629
C4 19.601 14.088 9.413
O4 19.612 13.642 8.011
H13 20.362 14.860 9.520
H14 18.665 14.594 9.652
H15 19.712 13.309 10.167
H16 20.240 12.916 7.985
C5 20.373 17.512 8.135
O5 19.833 17.278 9.185
N1 21.234 18.463 7.875
N2 20.354 16.690 7.142
H17 21.704 18.512 6.982
H18 21.390 19.011 8.709
H19 19.988 15.775 7.364
H20 21.098 16.722 6.461
C6 19.622 18.855 13.339
C7 19.846 17.840 12.213
C8 20.438 16.543 12.678
O6 18.565 17.569 11.712
H21 18.970 18.413 14.093
H22 19.350 19.865 13.035
H23 20.531 19.005 13.922
H24 20.559 18.295 11.526
H25 19.744 15.976 13.298
H26 21.391 16.616 13.202
H27 20.661 15.938 11.799
H28 18.671 17.146 10.856
C9 22.015 11.974 11.494
C10 22.182 12.507 12.960
C11 22.758 11.420 13.886
O7 23.096 13.543 12.984
H29 21.061 11.463 11.362
H30 22.789 11.272 11.183
H31 21.935 12.785 10.770
H32 21.263 12.995 13.284
H33 22.788 11.811 14.903
H34 23.779 11.082 13.708
H35 22.175 10.514 14.053
H36 23.848 13.215 12.486
C12 16.106 14.305 8.099
C13 14.784 14.679 7.487
C14 14.520 16.211 7.575
O8 14.662 14.277 6.107
H37 16.926 14.797 7.577
H38 16.307 13.255 7.888
H39 16.217 14.418 9.178
H40 13.959 14.227 8.037
H41 14.963 16.581 8.500
H42 13.488 16.491 7.363
H43 15.073 16.742 6.800
H44 14.758 13.331 5.978


Look up the LUMO of the second one.
-0.06750 Ha